Record 1
Density functional theory data (ωB97M-V/def2-TZVPD) for H30O15Sr as an isolated structure.

Properties
Spin multiplicity: 1
Total charge: +2
Lowest unoccupied orbital energy: -5.260 eV
Molar mass: 357.84 g mol⁻¹
Maximum force: 0.0254 hartree/bohr
E_HOMO: -16.053 eV
DFT total energy: -1176.998519 Ha

```
46
Properties=species:S:1:pos:R:3:forces:R:3
Sr -7.700 18.094 16.727 -0.55 -0.69 -0.16
O -6.884 20.343 13.185 -0.04 -0.33 0.32
H -7.388 21.137 13.365 -0.27 0.35 -0.20
H -6.102 20.655 12.730 0.29 0.10 -0.35
O -9.513 16.008 20.105 0.13 0.25 -0.24
H -10.467 15.951 20.165 -0.42 -0.36 0.28
H -9.230 16.234 20.991 0.00 0.18 0.42
O -3.880 18.771 15.434 0.07 0.09 0.01
H -3.465 17.994 15.060 0.30 -0.28 -0.04
H -3.159 19.388 15.565 0.35 0.29 0.00
O -9.943 17.686 17.965 -0.30 0.55 -0.52
H -10.871 17.538 17.783 -0.09 0.15 -0.28
H -9.761 17.149 18.736 0.46 -0.45 0.71
O -8.106 15.607 17.463 0.35 0.35 -0.29
H -8.897 15.068 17.460 -0.25 -0.18 -0.06
H -7.502 15.143 18.042 0.18 -0.41 0.29
O -12.188 19.086 16.243 0.26 0.19 0.53
H -12.644 18.490 16.838 -0.36 -0.18 0.10
H -12.366 19.958 16.594 -0.29 0.43 0.03
O -7.561 19.422 18.945 0.04 -0.15 -0.19
H -7.770 19.398 19.879 -0.21 -0.03 0.25
H -6.824 20.029 18.879 0.30 0.38 0.00
O -7.697 13.742 19.830 0.19 0.18 -0.39
H -7.778 14.599 20.247 -0.22 0.10 0.14
H -7.609 13.127 20.559 0.11 -0.36 0.12
O -9.254 19.977 15.872 0.16 -0.06 0.01
H -10.198 19.852 15.975 -0.45 -0.27 0.10
H -9.162 20.885 15.585 0.22 0.27 -0.03
O -6.322 19.922 15.786 -0.23 0.07 1.28
H -5.384 19.744 15.859 0.52 -0.11 0.03
H -6.481 19.990 14.844 -0.24 0.29 -1.25
O -11.427 17.948 14.022 0.43 -0.15 -0.60
H -11.572 18.361 14.874 -0.27 0.23 0.09
H -12.190 17.384 13.896 -0.14 -0.17 -0.28
O -5.997 16.993 15.166 0.01 0.16 0.76
H -5.721 16.218 14.676 -0.19 -0.34 -0.72
H -5.433 17.695 14.841 0.08 0.34 -0.11
O -8.921 17.093 14.604 0.73 -0.01 0.61
H -9.566 17.602 14.113 -0.91 0.19 -0.23
H -8.557 16.484 13.961 0.31 -0.23 -0.11
O -5.532 17.137 18.013 -0.32 0.11 0.03
H -5.252 16.397 17.474 0.20 -0.16 -0.42
H -5.113 16.990 18.860 0.10 0.12 0.37
O -5.922 15.149 13.195 -0.08 0.20 0.34
H -5.855 14.435 13.829 -0.10 -0.60 0.00
H -5.469 14.822 12.417 0.17 -0.04 -0.36
```
Forces are in eV/Å.

natural (NBO) atomic charge list, values in e, 2 entries:
1. Sr 1.85
2. O -0.94

---

Record 2
Density functional theory data (ωB97M-V/def2-TZVPD) for C28H20N4O8S6V as an isolated structure.

Properties
Spin multiplicity: 3
Energy above the lowest of the compared OMol25 structures with the same formula, charge and spin: 0.0 kJ/mol
Total charge: -1
Lowest unoccupied orbital energy (alpha / beta): 1.130 / 1.138 eV
Molar mass: 783.83 g mol⁻¹
Maximum force: 0.0096 hartree/bohr
E_HOMO (alpha / beta): -4.622 / -4.705 eV
DFT total energy: -5233.171317 Ha

```
67
Properties=species:S:1:pos:R:3:forces:R:3
V 2.168 -1.121 -1.395 0.25 -0.13 0.41
O 0.773 0.880 1.826 0.07 -0.05 0.04
C 1.296 0.651 0.746 0.01 0.05 -0.03
O 1.199 -0.504 0.156 0.05 0.01 -0.25
C 1.995 1.783 0.017 0.00 -0.08 -0.07
C 2.085 2.970 0.715 -0.03 0.05 0.08
C 2.601 4.108 0.121 0.04 -0.11 -0.01
C 3.034 4.089 -1.190 0.05 0.08 -0.05
C 2.973 2.909 -1.893 -0.08 -0.06 0.08
C 2.456 1.707 -1.334 -0.04 0.02 0.09
O 2.346 0.638 -2.047 -0.12 0.06 -0.13
N 3.472 2.952 -3.272 0.22 0.09 0.00
O 3.923 1.941 -3.759 -0.07 -0.01 0.01
O 3.450 4.040 -3.831 -0.10 -0.08 -0.02
N 2.673 5.351 0.878 -0.18 0.09 -0.04
O 2.230 5.354 2.013 0.08 -0.01 -0.01
O 3.145 6.329 0.327 0.05 -0.04 0.04
H 1.729 2.997 1.735 0.01 0.00 -0.01
H 3.418 4.979 -1.663 0.00 -0.01 0.01
S -1.026 1.304 -2.716 -0.03 -0.03 0.04
C -1.244 0.374 -1.372 0.05 0.30 0.05
N -1.557 0.830 -0.152 -0.05 -0.13 -0.03
C -1.945 -0.107 0.899 0.02 0.05 0.01
C -2.765 -1.200 0.270 -0.03 0.00 0.00
N -1.959 -1.850 -0.766 0.09 0.12 -0.06
C -2.036 -3.318 -0.808 0.00 0.00 0.01
C -1.384 -3.938 0.404 0.01 0.01 0.01
C -2.158 -4.512 1.406 0.01 -0.01 0.01
C -1.559 -5.044 2.540 0.00 0.00 0.00
C -0.180 -4.999 2.679 -0.01 0.01 -0.02
C 0.599 -4.433 1.677 -0.01 0.00 0.00
C 0.001 -3.910 0.542 -0.05 0.02 0.02
C -1.124 -1.134 -1.500 -0.04 -0.28 0.07
S -0.011 -1.825 -2.562 -0.12 0.06 -0.06
C -1.585 2.250 0.190 0.04 -0.02 -0.01
C -2.995 2.743 0.398 -0.02 -0.01 -0.01
C -3.362 3.352 1.590 0.00 0.01 -0.01
C -4.663 3.799 1.783 -0.01 0.00 0.00
C -5.609 3.631 0.785 0.01 0.00 -0.01
C -5.250 3.018 -0.410 0.01 0.00 0.01
C -3.950 2.577 -0.604 0.00 0.00 0.02
H -2.548 0.438 1.625 0.00 0.01 0.00
H -1.061 -0.502 1.404 0.00 0.01 -0.02
H -3.688 -0.805 -0.165 0.00 -0.01 -0.01
H -3.015 -1.955 1.013 -0.01 0.01 -0.01
H -1.563 -3.648 -1.728 0.02 0.00 -0.02
H -3.097 -3.577 -0.840 0.00 0.01 -0.01
H -3.238 -4.547 1.297 -0.01 0.00 0.00
H -2.170 -5.490 3.315 0.00 0.00 0.00
H 0.289 -5.405 3.566 0.00 0.00 0.00
H 1.676 -4.395 1.774 0.01 0.00 0.00
H 0.617 -3.487 -0.242 0.00 -0.02 0.00
H -1.098 2.789 -0.621 0.01 0.00 0.01
H -0.994 2.371 1.101 -0.02 0.00 -0.02
H -2.622 3.478 2.373 0.00 0.00 0.00
H -4.936 4.274 2.717 0.00 0.00 0.00
H -6.624 3.976 0.934 0.00 0.00 0.00
H -5.984 2.890 -1.195 0.00 0.00 0.00
H -3.659 2.112 -1.538 0.00 0.00 -0.01
O 7.630 -5.302 -0.591 0.00 -0.03 0.03
C 6.677 -4.576 -0.714 0.01 0.04 -0.05
S 5.231 -4.994 -1.644 -0.01 0.00 0.01
C 4.370 -3.490 -1.369 0.05 -0.04 0.00
C 4.975 -2.557 -0.620 0.05 -0.03 0.01
S 4.289 -1.014 -0.224 -0.17 0.04 -0.07
S 6.567 -2.959 -0.003 0.00 0.00 0.00
S 2.775 -3.284 -2.050 -0.02 0.10 0.00
```
Forces are in eV/Å.

natural (NBO) atomic charge list, values in e, 2 entries:
1. V 1.18
2. O -0.66

---

Record 3
Density functional theory data (ωB97M-V/def2-TZVPD) for a 2-piece molecular cluster, C3H9NO4P overall.

Properties
Spin multiplicity: 1
Energy above the lowest of the compared OMol25 structures with the same formula, charge and spin: 267.5 kJ/mol
Total charge: -1
Lowest unoccupied orbital energy: 3.832 eV
Molar mass: 154.08 g mol⁻¹
Maximum force: 0.0641 hartree/bohr
E_HOMO: -4.928 eV
DFT total energy: -816.886516 Ha

```
18
Properties=species:S:1:pos:R:3:forces:R:3
C -0.501 -1.997 -0.526 0.95 2.03 1.26
C -0.267 -1.735 0.993 1.14 0.39 0.54
C 1.498 1.185 -0.009 -2.08 1.01 -0.02
N -1.135 -0.572 1.256 -0.47 -1.85 0.59
O -0.910 2.379 -0.461 0.26 2.24 1.74
O 1.103 3.206 -1.715 -0.15 -0.55 -0.07
O 0.151 0.801 -2.200 -0.61 -0.77 -0.68
O 1.441 1.174 1.196 0.18 0.22 0.46
P 0.406 1.937 -1.311 1.18 2.21 1.04
H -1.594 -1.764 -0.537 0.89 -0.58 -1.18
H 0.194 -1.282 -1.148 -1.88 -1.31 0.97
H -0.187 -3.003 -0.627 -0.14 -1.21 -0.99
H 0.896 -1.438 1.114 -2.38 -1.11 0.35
H -0.616 -2.671 1.639 0.98 2.02 -1.20
H 2.168 0.606 -0.560 2.27 -1.52 -0.73
H -0.845 0.131 0.639 0.17 1.42 -0.85
H -1.170 -0.193 2.179 0.48 0.01 0.57
H -0.633 3.234 0.077 -0.81 -2.64 -1.79
```
Forces are in eV/Å.

natural (NBO) atomic charge list, values in e, 2 entries:
1. C -0.66
2. C -0.21